# 1
20
Properties=species:S:1:pos:R:3:nbo_charge:R:1 method="wB97M-V/def2-TZVPD" orbital_gap_ev=8.8 total_charge=+1 e_tot_ev=-19014.8393 multiplicity=1 homo_energy_ha=-0.544
Be 1.84 -1.83 0.70 1.780
O 0.23 -2.02 1.18 -0.713
O -1.73 -1.58 0.32 -0.433
O -1.02 -3.71 0.39 -0.488
C -0.88 -2.55 0.61 0.971
C -1.34 -0.31 0.86 -0.112
C 0.11 -0.47 1.29 0.032
H -1.46 0.43 0.06 0.237
H -1.99 -0.09 1.71 0.229
H 0.27 -0.16 2.33 0.262
O 2.30 -0.47 0.84 -1.033
O 0.94 -0.01 -0.97 -0.549
C 0.98 1.26 -1.62 -0.096
C 1.63 2.16 -0.59 -0.108
O 1.22 1.55 0.63 -0.490
C 1.20 0.17 0.41 0.671
H 1.56 1.17 -2.55 0.223
H -0.05 1.58 -1.86 0.191
H 1.27 3.19 -0.60 0.229
H 2.73 2.15 -0.67 0.199

***

# 2
21
Properties=species:S:1:pos:R:3:nbo_charge:R:1 method="wB97M-V/def2-TZVPD" smiles=CN[C@H](C)CCN orbital_gap_ev=9.6 e_above_lowest_ev=1.208 total_charge=0 e_tot_ev=-8391.4110 multiplicity=1 homo_energy_ha=-0.315
C 1.57 1.63 1.75 -0.417
N 0.70 0.53 1.55 -0.624
C 0.34 0.10 0.20 -0.053
C -0.40 1.26 -0.48 -0.633
C -0.48 -1.18 0.35 -0.409
C -1.04 -1.80 -0.95 -0.221
N -0.17 -1.65 -2.15 -0.834
H 1.12 2.64 1.66 0.162
H 2.49 1.61 1.18 0.200
H 1.99 1.61 2.78 0.196
H -0.21 0.77 2.02 0.346
H 1.16 -0.18 -0.44 0.203
H -1.21 1.68 0.14 0.202
H 0.33 2.00 -0.76 0.214
H -0.89 0.94 -1.41 0.196
H -1.29 -0.99 1.06 0.197
H 0.18 -1.92 0.85 0.220
H -2.04 -1.38 -1.17 0.156
H -1.35 -2.87 -0.93 0.197
H -0.72 -2.13 -2.85 0.355
H -0.09 -0.67 -2.39 0.348

***

# 3
33
Properties=species:S:1:pos:R:3:nbo_charge:R:1 method="wB97M-V/def2-TZVPD" smiles="C[C@H](F)C[SiH2]N.COP(=O)(OC)OC" orbital_gap_ev=10.0 total_charge=0 e_tot_ev=-36096.5371 multiplicity=1 homo_energy_ha=-0.345
C -2.43 2.55 3.50 -0.655
C -2.40 2.71 1.99 0.228
F -2.78 1.49 1.42 -0.381
C -1.05 3.13 1.38 -0.913
Si 0.53 2.85 2.39 1.303
N 1.90 2.54 1.35 -1.257
H -2.00 3.41 4.00 0.216
H -3.47 2.49 3.82 0.217
H -1.94 1.62 3.79 0.227
H -3.15 3.45 1.71 0.153
H -1.09 4.19 1.16 0.236
H -0.96 2.59 0.44 0.254
H 0.85 4.10 3.11 -0.208
H 0.44 1.73 3.34 -0.191
H 1.87 1.60 0.98 0.397
H 1.86 3.13 0.52 0.372
C 1.28 -1.03 -3.82 -0.255
O 1.85 -1.25 -2.51 -0.798
P 1.05 -1.85 -1.29 2.573
O 1.31 -1.20 -0.02 -1.086
O 1.75 -3.32 -1.24 -0.831
C 2.02 -4.04 -2.44 -0.248
O -0.45 -2.30 -1.54 -0.829
C -1.05 -3.09 -0.51 -0.251
H 1.47 0.00 -4.11 0.198
H 1.76 -1.70 -4.53 0.188
H 0.20 -1.21 -3.84 0.196
H 3.06 -3.90 -2.73 0.186
H 1.37 -3.73 -3.26 0.165
H 1.84 -5.09 -2.24 0.190
H -1.22 -2.48 0.37 0.207
H -0.43 -3.95 -0.26 0.200
H -2.00 -3.43 -0.91 0.196

***

# 4
31
Properties=species:S:1:pos:R:3:mulliken_charge:R:1 method="wB97M-V/def2-TZVPD" orbital_gap_ev="8.2 / 6.0" total_charge=+4 e_tot_ev=-82601.9106 multiplicity=8 homo_energy_ha="-0.887 / -0.882"
I 1.15 -3.79 0.86 0.640
I 1.63 4.05 0.72 0.599
Gd 0.26 1.68 1.60 0.992
Al -0.18 -1.67 0.69 0.399
S 0.94 -0.08 -0.47 0.028
C -2.02 -2.19 -0.32 0.492
C -1.26 -1.68 2.50 0.543
C 0.33 -0.05 -2.33 1.109
C 1.21 1.07 -2.89 -1.536
C -1.16 0.24 -2.41 -1.074
C 0.70 -1.41 -2.91 -1.393
C -1.49 2.28 3.40 0.218
C -1.77 2.20 0.42 0.031
O -1.68 -1.81 3.59 0.000
O -3.08 -2.35 -0.74 -0.016
O -2.28 2.41 4.23 0.033
O -2.74 2.43 -0.17 0.050
H 1.00 1.18 -3.96 0.465
H 2.26 0.79 -2.76 0.488
H 1.02 2.03 -2.37 0.371
H -1.51 -0.12 -3.40 0.429
H -1.35 1.32 -2.36 0.301
H -1.77 -0.28 -1.65 0.115
H 0.48 -1.37 -3.98 0.502
H 0.14 -2.24 -2.48 0.297
H 1.78 -1.58 -2.80 0.432
F 0.86 -0.05 2.64 -0.360
B 2.07 -0.25 4.25 0.537
F 2.67 -1.38 3.84 -0.206
F 2.70 0.94 4.07 -0.251
F 1.09 -0.32 5.18 -0.235

***

Copy entry 2 word for word.
21
Properties=species:S:1:pos:R:3:nbo_charge:R:1 method="wB97M-V/def2-TZVPD" smiles=CN[C@H](C)CCN orbital_gap_ev=9.6 e_above_lowest_ev=1.208 total_charge=0 e_tot_ev=-8391.4110 multiplicity=1 homo_energy_ha=-0.315
C 1.57 1.63 1.75 -0.417
N 0.70 0.53 1.55 -0.624
C 0.34 0.10 0.20 -0.053
C -0.40 1.26 -0.48 -0.633
C -0.48 -1.18 0.35 -0.409
C -1.04 -1.80 -0.95 -0.221
N -0.17 -1.65 -2.15 -0.834
H 1.12 2.64 1.66 0.162
H 2.49 1.61 1.18 0.200
H 1.99 1.61 2.78 0.196
H -0.21 0.77 2.02 0.346
H 1.16 -0.18 -0.44 0.203
H -1.21 1.68 0.14 0.202
H 0.33 2.00 -0.76 0.214
H -0.89 0.94 -1.41 0.196
H -1.29 -0.99 1.06 0.197
H 0.18 -1.92 0.85 0.220
H -2.04 -1.38 -1.17 0.156
H -1.35 -2.87 -0.93 0.197
H -0.72 -2.13 -2.85 0.355
H -0.09 -0.67 -2.39 0.348